66
Properties=species:S:1:pos:R:3:nbo_charge:R:1 method="wB97M-V/def2-TZVPD" gap_ha=0.288 e_tot_ha=-4929.01536 homo_energy_ev=-8.5
C -3.65267 0.54384 -1.82039 -0.65
C -3.97795 1.12480 -0.44037 -0.22
N -2.91246 1.88202 0.22988 -0.65
C -1.63052 1.34766 0.19120 0.25
C -1.29839 0.28741 0.98985 -0.13
C -2.41803 -0.21298 1.89963 0.81
O -2.90992 -1.27808 1.69978 -0.53
O -2.85810 0.59219 2.91583 -0.50
C -1.79323 1.39411 3.48352 0.21
O -1.49360 2.47316 2.67335 -0.52
C -2.11426 3.66182 2.87220 1.18
F -1.91438 4.40263 1.78294 -0.29
F -1.60679 4.27537 3.93981 -0.32
F -3.43727 3.54682 3.02569 -0.33
C -0.02333 -0.30387 0.94013 -0.06
C 0.34638 -1.47568 1.82085 0.67
F 1.50089 -1.22548 2.50449 -0.33
F -0.57905 -1.68675 2.80274 -0.33
C 0.47446 -2.77569 1.04873 -0.04
C 1.53793 -3.64037 1.23932 -0.19
C 1.59151 -4.78822 0.47492 -0.21
C 0.60987 -5.07861 -0.45177 -0.16
C -0.44800 -4.20761 -0.63642 -0.14
C -1.54824 -4.44683 -1.62773 0.97
F -1.44232 -5.62831 -2.23477 -0.31
F -2.75546 -4.34599 -1.05904 -0.31
F -1.52617 -3.48728 -2.58058 -0.33
C -0.51306 -3.05306 0.12448 -0.18
C 0.89856 0.20214 0.06335 -0.10
B 2.35492 -0.44794 -0.06519 1.08
O 2.58233 -1.44598 -0.96786 -0.88
C 3.54261 0.08084 0.82777 -0.84
C 3.17487 1.22223 1.79593 -0.60
N 0.59849 1.26836 -0.70316 -0.32
C 1.62136 1.80068 -1.59102 -0.23
C 1.73706 1.00837 -2.90594 -0.53
C 2.29617 1.82799 -4.04834 0.68
N 3.61097 2.30259 -3.89688 -0.82
O 1.64823 2.03138 -5.03843 -0.54
C -0.61493 1.84201 -0.66308 0.28
Br -1.08458 3.25176 -1.82589 0.20
H -3.32972 -0.49339 -1.78188 0.21
H -4.57578 0.53341 -2.39773 0.22
H -2.94372 1.13003 -2.39621 0.21
H -4.30086 0.29660 0.18495 0.20
H -4.84431 1.77271 -0.52548 0.21
H -2.92493 2.87046 0.03949 0.41
H -0.91631 0.76276 3.57285 0.18
H -2.09017 1.69913 4.48166 0.20
H 2.31175 -3.41202 1.95386 0.23
H 2.40313 -5.49194 0.57571 0.22
H 0.64059 -5.98652 -1.03209 0.23
H -1.33726 -2.37009 -0.02012 0.24
H 3.49952 -1.37941 -1.25731 0.50
H 4.36985 0.44372 0.20653 0.23
H 3.96092 -0.73646 1.41809 0.25
H 2.30586 0.97398 2.38997 0.22
H 3.98083 1.41307 2.50218 0.21
H 3.03234 2.15758 1.26180 0.22
H 1.38157 2.81666 -1.86833 0.27
H 2.56340 1.91732 -1.06034 0.23
H 0.73971 0.66736 -3.16494 0.25
H 2.33356 0.10948 -2.77366 0.23
H 4.01113 1.87945 -3.06723 0.36
H 4.15396 1.97504 -4.68870 0.40
F 0.00102 3.60961 0.65738 -0.85


8
Properties=species:S:1:pos:R:3:nbo_charge:R:1 method="wB97M-V/def2-TZVPD" gap_ha=0.379 e_tot_ha=-300.20060 de_lowest_kj_mol=80.9 homo_energy_ev=-10.7
C -0.86667 -0.40401 -1.29082 0.38
C 1.07253 0.18864 -0.29469 0.04
C -0.20301 0.23634 1.98190 0.50
N -1.99145 -0.19523 -1.48673 -0.33
N 0.30870 -0.68995 -0.74840 -0.47
O -1.21031 -0.31795 2.07977 -0.48
H 1.97242 -0.05801 0.24193 0.19
H 0.91779 1.24017 -0.48296 0.17


11
Properties=species:S:1:pos:R:3:nbo_charge:R:1 method="wB97M-V/def2-TZVPD" gap_ha=0.370 e_tot_ha=-645.44980 de_lowest_kj_mol=162.5 homo_energy_ev=-9.5
C -3.60855 0.27871 -0.11073 0.24
C 0.36616 -1.24242 0.47764 -0.72
C 0.11648 0.12923 -0.07337 0.45
N -4.31481 0.78057 0.71501 -0.66
O -0.60603 0.97347 0.45626 -0.55
S -2.80606 -0.55645 -1.14334 0.01
H 0.93976 -1.71867 -0.28310 0.22
H 0.97046 -1.08519 1.31312 0.24
H -0.59860 -1.70431 0.73550 0.25
H 0.60055 0.44123 -0.91772 0.11
H -4.10664 1.74387 0.96176 0.41


23
Properties=species:S:1:pos:R:3:nbo_charge:R:1 method="wB97M-V/def2-TZVPD" gap_ha=0.323 e_tot_ha=-330.42161 de_lowest_kj_mol=121.6 homo_energy_ev=-7.7
C -3.19215 0.09426 -1.49271 -0.62
C -2.16182 0.70848 -0.53936 -0.40
C -1.33806 -0.29022 0.33701 -0.38
C -0.16144 -1.02229 -0.31067 -0.45
N 2.42262 -1.06050 1.51441 -0.84
C 2.07516 -0.10883 0.55908 0.19
C 1.06163 -0.14196 -0.32556 -0.30
C 3.00078 1.10937 0.67585 -0.65
H -3.17842 -0.98388 -1.36721 0.20
H -3.00895 0.37347 -2.53836 0.21
H -4.20936 0.47504 -1.36454 0.21
H -1.42004 1.21009 -1.15334 0.20
H -2.68075 1.33732 0.18923 0.20
H -0.97746 0.29490 1.19286 0.21
H -2.08714 -1.04312 0.61909 0.19
H 0.22029 -1.88174 0.28345 0.20
H -0.27194 -1.53519 -1.26326 0.22
H 1.75791 -1.56071 2.08235 0.39
H 3.30920 -0.92622 1.95522 0.38
H 1.14620 0.62867 -1.09037 0.19
H 3.64939 1.16701 -0.20445 0.22
H 2.38850 2.01256 0.71185 0.23
H 3.65587 1.14349 1.52941 0.21


Repeat the second record exactly.
8
Properties=species:S:1:pos:R:3:nbo_charge:R:1 method="wB97M-V/def2-TZVPD" gap_ha=0.379 e_tot_ha=-300.20060 de_lowest_kj_mol=80.9 homo_energy_ev=-10.7
C -0.86667 -0.40401 -1.29082 0.38
C 1.07253 0.18864 -0.29469 0.04
C -0.20301 0.23634 1.98190 0.50
N -1.99145 -0.19523 -1.48673 -0.33
N 0.30870 -0.68995 -0.74840 -0.47
O -1.21031 -0.31795 2.07977 -0.48
H 1.97242 -0.05801 0.24193 0.19
H 0.91779 1.24017 -0.48296 0.17